(1)
{"formula": "C32H69N6O4S2", "method": "ωB97M-V/def2-TZVPD", "de_lowest_kcal_mol": 0.0, "charge": -1, "symbols": ["C", "C", "C", "C", "C", "C", "C", "C", "N", "C", "C", "C", "C", "C", "C", "C", "C", "C", "S", "S", "C", "C", "C", "N", "H", "H", "H", "H", "H", "H", "H", "H", "H", "H", "H", "H", "H", "H", "H", "H", "H", "H", "H", "H", "H", "H", "H", "H", "H", "H", "H", "H", "H", "H", "H", "H", "H", "H", "H", "H", "H", "H", "H", "H", "H", "C", "C", "O", "N", "C", "H", "H", "H", "H", "H", "H", "H", "C", "C", "O", "N", "C", "H", "H", "H", "H", "H", "H", "H", "C", "C", "O", "N", "C", "H", "H", "H", "H", "H", "H", "H", "C", "C", "O", "N", "C", "H", "H", "H", "H", "H", "H", "H"], "xyz": [[-1.053, -1.282, 1.163], [-0.835, -2.807, 1.118], [-1.533, -3.513, -0.047], [-3.068, -3.318, -0.048], [-3.529, -2.221, -1.025], [-3.615, -2.729, -2.461], [-3.622, -1.630, -3.530], [-2.251, -1.181, -4.039], [-1.605, -0.079, -3.306], [-2.450, 1.120, -3.169], [-3.145, 1.116, -1.787], [-4.417, 1.967, -1.824], [-5.416, 1.844, -0.622], [-5.066, 0.890, 0.532], [-6.123, 0.981, 1.658], [-7.265, -0.046, 1.523], [-7.697, -0.408, 0.100], [-0.353, 0.166, -3.967], [-0.206, 1.002, -5.377], [1.068, -0.517, -3.275], [0.760, -0.530, -1.491], [2.021, -0.009, -0.796], [1.952, 1.517, -0.692], [0.734, 1.896, -0.003], [-1.013, -0.872, 0.151], [-0.278, -0.770, 1.732], [-2.032, -1.020, 1.572], [-1.196, -3.229, 2.060], [0.242, -2.976, 1.034], [-1.128, -3.178, -1.009], [-1.325, -4.584, 0.034], [-3.403, -3.082, 0.966], [-3.568, -4.244, -0.356], [-2.833, -1.388, -0.943], [-4.514, -1.849, -0.720], [-4.563, -3.271, -2.553], [-2.808, -3.437, -2.680], [-4.259, -0.801, -3.206], [-4.112, -2.052, -4.414], [-1.571, -2.037, -3.964], [-2.339, -0.942, -5.107], [-3.212, 1.161, -3.958], [-1.832, 2.012, -3.243], [-2.427, 1.535, -1.087], [-3.378, 0.089, -1.516], [-4.154, 3.021, -1.952], [-4.967, 1.675, -2.726], [-5.567, 2.833, -0.179], [-6.381, 1.551, -1.044], [-5.020, -0.144, 0.182], [-4.109, 1.192, 0.951], [-6.530, 1.994, 1.722], [-5.644, 0.800, 2.623], [-7.021, -0.972, 2.053], [-8.153, 0.357, 2.025], [-8.493, -1.157, 0.129], [-8.096, 0.461, -0.429], [-6.877, -0.824, -0.488], [0.541, -1.561, -1.196], [-0.081, 0.115, -1.223], [2.139, -0.491, 0.177], [2.895, -0.265, -1.414], [2.854, 1.851, -0.165], [2.013, 1.903, -1.734], [0.633, 2.907, -0.097], [5.021, 2.271, 2.363], [5.248, 2.944, 1.029], [5.074, 2.360, -0.021], [5.656, 4.251, 1.039], [5.908, 5.107, 2.181], [4.698, 1.252, 2.170], [5.939, 2.251, 2.956], [4.242, 2.783, 2.928], [5.778, 4.636, 0.116], [5.250, 5.977, 2.159], [6.942, 5.463, 2.175], [5.732, 4.565, 3.105], [11.532, 2.770, 0.731], [10.278, 3.536, 1.091], [10.292, 4.744, 1.273], [9.130, 2.826, 1.205], [8.917, 1.401, 1.029], [12.356, 3.475, 0.680], [11.756, 2.016, 1.486], [11.422, 2.280, -0.237], [8.326, 3.391, 1.440], [8.190, 1.234, 0.233], [8.523, 0.974, 1.953], [9.844, 0.896, 0.776], [-1.675, 3.253, 1.977], [-2.700, 3.395, 3.060], [-3.769, 2.802, 3.044], [-2.391, 4.215, 4.103], [-1.174, 4.974, 4.305], [-2.062, 2.569, 1.237], [-1.477, 4.215, 1.501], [-0.739, 2.839, 2.360], [-3.113, 4.270, 4.803], [-0.681, 4.666, 5.229], [-1.395, 6.042, 4.370], [-0.487, 4.810, 3.482], [0.472, -8.892, -0.123], [0.573, -7.383, -0.176], [0.006, -6.668, 0.631], [1.325, -6.839, -1.170], [2.065, -7.517, -2.214], [-0.160, -9.158, 0.719], [0.027, -9.284, -1.038], [1.455, -9.343, 0.014], [1.348, -5.831, -1.148], [3.127, -7.271, -2.151], [1.701, -7.215, -3.197], [1.954, -8.593, -2.121]]}


(2)
{"formula": "C32H70N8O10P2S4", "method": "ωB97M-V/def2-TZVPD", "de_lowest_kcal_mol": 0.0, "charge": 0, "symbols": ["O", "P", "N", "C", "C", "N", "C", "C", "N", "C", "C", "H", "H", "H", "H", "H", "H", "H", "H", "H", "H", "H", "H", "H", "H", "H", "H", "H", "H", "O", "P", "N", "C", "C", "N", "C", "C", "N", "C", "C", "H", "H", "H", "H", "H", "H", "H", "H", "H", "H", "H", "H", "H", "H", "H", "H", "H", "H", "C", "S", "O", "C", "H", "H", "H", "H", "H", "H", "C", "S", "O", "C", "H", "H", "H", "H", "H", "H", "C", "S", "O", "C", "H", "H", "H", "H", "H", "H", "C", "S", "O", "C", "H", "H", "H", "H", "H", "H", "C", "C", "C", "C", "C", "C", "N", "O", "O", "H", "H", "H", "H", "H", "C", "C", "C", "C", "C", "C", "N", "O", "O", "H", "H", "H", "H", "H"], "xyz": [[0.772, 0.057, 2.509], [-0.067, 0.492, 3.648], [-0.094, -0.667, 4.870], [-1.134, -0.761, 5.908], [1.001, -1.549, 5.153], [-1.762, 0.782, 3.290], [-2.177, 1.850, 2.461], [-2.549, -0.454, 3.066], [0.472, 1.979, 4.281], [1.878, 2.467, 4.081], [-0.366, 2.884, 5.093], [-1.969, -0.078, 5.676], [-0.680, -0.552, 6.879], [-1.489, -1.799, 5.933], [1.479, -1.304, 6.122], [1.729, -1.477, 4.365], [0.640, -2.597, 5.213], [-2.071, 1.564, 1.402], [-3.224, 2.125, 2.629], [-1.602, 2.772, 2.579], [-2.036, -1.260, 3.579], [-3.586, -0.267, 3.529], [-2.755, -0.679, 2.010], [2.560, 1.741, 3.624], [1.888, 3.377, 3.466], [2.342, 2.761, 5.017], [-1.381, 2.500, 5.059], [-0.369, 3.886, 4.594], [-0.011, 2.904, 6.145], [3.686, -1.932, -1.158], [5.026, -1.816, -0.544], [4.815, -1.164, 1.037], [5.845, -1.168, 2.127], [3.592, -0.617, 1.527], [6.003, -0.760, -1.388], [7.333, -0.419, -0.888], [5.486, 0.268, -2.317], [5.938, -3.185, -0.391], [6.694, -3.755, -1.495], [5.661, -4.222, 0.598], [6.145, -0.136, 2.426], [6.699, -1.743, 1.714], [5.495, -1.635, 3.059], [3.174, -1.205, 2.351], [2.757, -0.551, 0.835], [3.719, 0.405, 1.895], [7.927, -1.348, -0.924], [7.856, 0.275, -1.527], [7.308, -0.063, 0.167], [6.056, 0.138, -3.242], [4.407, 0.128, -2.402], [5.656, 1.283, -1.891], [7.740, -3.913, -1.239], [6.297, -4.754, -1.683], [6.565, -3.113, -2.365], [6.601, -4.706, 0.859], [5.021, -5.021, 0.201], [5.202, -3.809, 1.497], [0.966, -0.372, -2.169], [-0.063, 1.102, -2.317], [-1.440, 0.592, -2.633], [-0.101, 1.597, -0.575], [0.850, -0.865, -3.128], [0.592, -1.028, -1.377], [2.001, -0.152, -1.931], [-0.866, 2.390, -0.543], [0.866, 1.926, -0.180], [-0.479, 0.735, -0.017], [-1.840, -2.717, -3.492], [-0.686, -3.453, -4.665], [0.017, -2.321, -5.322], [0.467, -4.250, -3.479], [-2.864, -2.860, -3.847], [-1.526, -1.696, -3.361], [-1.693, -3.265, -2.573], [0.977, -3.518, -2.825], [1.246, -4.771, -4.019], [-0.210, -4.899, -2.948], [3.174, -2.123, -5.723], [3.538, -0.344, -5.945], [4.198, -0.252, -7.235], [1.827, 0.223, -6.144], [2.871, -2.531, -6.689], [2.347, -2.134, -5.004], [4.071, -2.596, -5.316], [1.796, 1.278, -5.928], [1.222, -0.266, -5.396], [1.530, 0.030, -7.179], [-2.437, 7.162, 0.676], [-3.123, 5.622, 1.373], [-2.514, 4.430, 0.764], [-2.267, 5.874, 2.952], [-1.352, 7.041, 0.759], [-2.772, 8.029, 1.265], [-2.815, 7.297, -0.330], [-2.391, 4.945, 3.528], [-2.757, 6.672, 3.532], [-1.182, 5.990, 2.802], [-4.713, 3.844, -1.590], [-6.118, 3.848, -1.716], [-6.697, 2.696, -2.257], [-5.911, 1.661, -2.712], [-4.542, 1.678, -2.675], [-3.958, 2.774, -2.098], [-6.609, 0.406, -3.183], [-5.938, -0.568, -3.294], [-7.759, 0.519, -3.516], [-4.204, 4.740, -1.230], [-6.772, 4.655, -1.447], [-7.777, 2.643, -2.333], [-3.937, 0.872, -3.079], [-2.876, 2.838, -2.119], [-3.852, -1.293, -0.460], [-5.019, -0.662, -0.041], [-5.907, -1.351, 0.782], [-5.656, -2.632, 1.115], [-4.510, -3.319, 0.762], [-3.629, -2.606, -0.053], [-6.601, -3.358, 1.967], [-6.378, -4.537, 2.259], [-7.620, -2.774, 2.325], [-3.185, -0.770, -1.119], [-5.193, 0.355, -0.346], [-6.816, -0.869, 1.095], [-4.403, -4.377, 1.004], [-2.741, -3.089, -0.424]]}


(3)
{"formula": "C32H72BrP2", "method": "ωB97M-V/def2-TZVPD", "de_lowest_kcal_mol": 364.2, "charge": 1, "symbols": ["Br", "C", "C", "C", "C", "P", "C", "C", "C", "C", "C", "C", "C", "C", "C", "C", "C", "C", "H", "H", "H", "H", "H", "H", "H", "H", "H", "H", "H", "H", "H", "H", "H", "H", "H", "H", "H", "H", "H", "H", "H", "H", "H", "H", "H", "H", "H", "H", "H", "H", "H", "H", "H", "H", "C", "C", "C", "C", "P", "C", "C", "C", "C", "C", "C", "C", "C", "C", "C", "C", "C", "H", "H", "H", "H", "H", "H", "H", "H", "H", "H", "H", "H", "H", "H", "H", "H", "H", "H", "H", "H", "H", "H", "H", "H", "H", "H", "H", "H", "H", "H", "H", "H", "H", "H", "H", "H"], "xyz": [[0.497, 1.955, -0.670], [4.066, 2.084, -1.410], [4.445, 0.610, -1.485], [3.486, -0.212, -2.372], [2.170, -0.385, -1.505], [1.041, -1.430, -2.547], [0.568, -0.765, -4.109], [0.228, 0.765, -4.253], [-0.755, 1.181, -5.448], [-2.172, 0.553, -5.273], [1.626, -3.170, -2.781], [0.592, -4.212, -3.279], [1.310, -5.534, -3.484], [0.500, -6.827, -3.642], [-0.524, -1.552, -1.603], [-0.425, -2.001, -0.107], [-1.736, -2.171, 0.656], [-2.641, -0.984, 0.519], [4.363, 2.597, -2.325], [4.611, 2.460, -0.544], [3.023, 2.183, -1.110], [4.264, 0.294, -0.457], [5.508, 0.435, -1.650], [3.973, -1.169, -2.557], [3.323, 0.308, -3.317], [1.680, 0.586, -1.574], [2.388, -0.716, -0.489], [-0.305, -1.354, -4.390], [1.341, -0.865, -4.872], [1.184, 1.288, -4.235], [-0.259, 1.225, -3.393], [-0.407, 0.855, -6.428], [-0.935, 2.239, -5.639], [-2.918, 1.340, -5.383], [-2.154, 0.026, -4.319], [-2.538, -0.336, -5.786], [1.897, -3.506, -1.780], [2.511, -3.025, -3.400], [0.282, -3.972, -4.297], [-0.296, -4.203, -2.647], [1.942, -5.796, -2.636], [2.144, -5.410, -4.175], [-0.106, -6.837, -4.548], [-0.321, -6.846, -2.925], [0.993, -7.798, -3.601], [-1.344, -1.962, -2.191], [-0.903, -0.532, -1.537], [0.110, -1.235, 0.454], [0.112, -2.945, -0.024], [-1.733, -2.523, 1.687], [-2.366, -2.917, 0.171], [-2.315, -0.106, 1.076], [-3.590, -1.141, 1.032], [-2.789, -0.579, -0.482], [-4.936, 0.988, -0.712], [-3.776, 1.795, -0.326], [-3.118, 1.295, 0.994], [-1.853, 2.240, 1.264], [-0.508, 1.346, 2.230], [0.302, -0.157, 1.474], [1.731, -0.420, 2.049], [2.874, 0.131, 1.140], [4.189, -0.721, 1.171], [-1.333, 0.843, 3.781], [-2.041, -0.563, 3.786], [-2.940, -0.895, 5.052], [-2.146, -0.613, 6.389], [0.739, 2.697, 2.408], [0.286, 3.794, 3.412], [1.240, 5.044, 3.348], [0.514, 6.228, 4.073], [-5.502, 1.449, -1.521], [-5.449, 0.655, 0.191], [-4.452, 0.189, -1.273], [-4.130, 2.789, -0.055], [-3.164, 1.878, -1.225], [-2.876, 0.235, 0.919], [-3.920, 1.297, 1.732], [-2.088, 3.058, 1.945], [-1.554, 2.423, 0.232], [0.394, 0.136, 0.428], [-0.351, -1.030, 1.516], [1.797, -1.508, 2.048], [1.858, -0.016, 3.054], [3.138, 1.118, 1.519], [2.586, 0.084, 0.090], [4.539, -0.686, 2.203], [5.070, -0.290, 0.698], [3.990, -1.734, 0.819], [-2.073, 1.599, 4.043], [-0.655, 0.885, 4.633], [-1.184, -1.236, 3.788], [-2.478, -0.911, 2.849], [-3.142, -1.965, 5.018], [-3.810, -0.243, 4.976], [-1.259, 0.017, 6.320], [-1.607, -1.464, 6.805], [-2.600, -0.230, 7.303], [1.100, 3.129, 1.475], [1.657, 2.228, 2.762], [0.535, 3.530, 4.440], [-0.756, 4.094, 3.302], [1.420, 5.205, 2.285], [2.230, 4.728, 3.674], [1.131, 7.121, 4.167], [0.018, 5.960, 5.006], [-0.285, 6.502, 3.384]]}


(4)
{"formula": "C32H72CdN3O24", "method": "ωB97M-V/def2-TZVPD", "charge": -3, "symbols": ["Cd", "C", "C", "C", "O", "C", "C", "C", "O", "O", "O", "H", "H", "C", "C", "C", "O", "C", "C", "C", "O", "O", "O", "H", "H", "C", "C", "O", "H", "H", "H", "H", "H", "O", "H", "H", "O", "H", "H", "O", "H", "H", "O", "H", "H", "O", "H", "H", "O", "H", "H", "O", "H", "H", "O", "H", "H", "O", "H", "H", "C", "O", "C", "C", "N", "C", "C", "O", "C", "H", "H", "H", "H", "H", "H", "H", "H", "H", "H", "H", "H", "H", "H", "H", "C", "O", "C", "C", "N", "C", "C", "O", "C", "H", "H", "H", "H", "H", "H", "H", "H", "H", "H", "H", "H", "H", "H", "H", "C", "O", "C", "C", "N", "C", "C", "O", "C", "H", "H", "H", "H", "H", "H", "H", "H", "H", "H", "H", "H", "H", "H", "H"], "xyz": [[16.442, 15.836, -4.507], [23.607, 18.077, -6.805], [22.380, 17.284, -7.049], [21.818, 16.215, -5.886], [20.876, 15.521, -6.181], [22.638, 16.238, -4.622], [23.681, 17.019, -4.489], [24.263, 17.948, -5.597], [25.421, 18.570, -5.469], [24.162, 16.924, -3.295], [21.769, 17.410, -8.154], [23.908, 18.864, -7.481], [22.188, 15.688, -3.810], [19.414, 14.092, -0.270], [18.719, 13.272, 0.640], [17.280, 12.939, 0.448], [16.723, 12.170, 1.183], [16.652, 13.623, -0.686], [17.318, 14.429, -1.571], [18.781, 14.718, -1.308], [19.497, 15.371, -2.151], [16.625, 14.832, -2.561], [19.304, 12.797, 1.667], [20.466, 14.302, -0.141], [15.612, 13.366, -0.817], [12.354, 17.341, -5.644], [13.309, 16.955, -4.501], [14.307, 15.962, -4.721], [11.729, 18.138, -5.243], [11.759, 16.479, -5.946], [12.930, 17.507, -6.554], [12.610, 16.593, -3.747], [13.720, 17.931, -4.244], [14.774, 11.915, -5.320], [14.111, 12.372, -4.804], [14.445, 11.950, -6.219], [18.530, 15.726, -4.746], [19.232, 15.634, -5.391], [18.969, 15.639, -3.900], [16.454, 14.148, -5.790], [16.598, 14.097, -6.735], [16.045, 13.313, -5.564], [12.897, 13.556, -4.128], [12.455, 13.830, -3.324], [13.356, 14.341, -4.428], [14.641, 16.551, -0.480], [15.144, 16.332, -1.264], [14.005, 17.203, -0.776], [16.737, 17.620, -3.200], [16.878, 18.368, -3.780], [17.191, 17.854, -2.391], [16.580, 17.115, -6.222], [15.987, 17.772, -6.585], [17.331, 17.115, -6.816], [18.585, 16.994, -7.940], [19.260, 16.687, -7.334], [19.019, 17.011, -8.793], [17.058, 19.739, -4.811], [16.757, 19.827, -5.716], [18.010, 19.825, -4.866], [12.012, 13.263, -8.026], [13.269, 13.460, -8.621], [13.893, 14.732, -8.473], [15.143, 14.516, -9.375], [16.139, 13.857, -8.615], [17.424, 14.020, -9.341], [17.670, 13.347, -10.712], [17.107, 14.038, -11.789], [17.624, 15.239, -12.138], [12.044, 13.488, -6.960], [11.714, 12.221, -8.139], [11.327, 13.966, -8.501], [14.168, 14.938, -7.439], [13.184, 15.502, -8.780], [15.458, 15.534, -9.605], [14.843, 13.976, -10.274], [15.784, 12.911, -8.629], [18.218, 13.638, -8.699], [17.699, 15.061, -9.514], [17.307, 12.319, -10.724], [18.740, 13.298, -10.917], [18.563, 15.477, -11.639], [17.065, 15.988, -11.578], [17.670, 15.376, -13.219], [12.226, 23.705, -2.643], [13.378, 23.091, -3.211], [13.194, 21.787, -3.655], [13.076, 20.735, -2.422], [14.056, 21.006, -1.439], [15.417, 20.751, -1.912], [16.396, 21.608, -1.133], [16.576, 23.022, -1.482], [16.682, 23.224, -2.921], [12.507, 24.639, -2.156], [11.785, 23.225, -1.770], [11.450, 23.950, -3.368], [14.102, 21.686, -4.249], [12.452, 21.819, -4.452], [13.247, 19.801, -2.958], [12.054, 20.790, -2.046], [14.026, 22.000, -1.265], [15.628, 20.768, -2.981], [15.687, 19.741, -1.606], [17.397, 21.178, -1.117], [16.117, 21.664, -0.081], [16.971, 24.239, -3.193], [15.739, 23.079, -3.447], [17.459, 22.538, -3.259], [20.407, 19.422, -3.941], [19.578, 20.135, -4.879], [20.194, 20.150, -6.136], [19.405, 20.922, -7.227], [18.214, 20.081, -7.571], [17.306, 20.662, -8.475], [16.095, 19.826, -8.750], [15.421, 19.353, -7.620], [14.706, 20.371, -6.916], [20.172, 19.606, -2.893], [21.465, 19.608, -4.129], [20.162, 18.364, -4.042], [20.436, 19.139, -6.463], [21.200, 20.571, -6.119], [19.981, 21.028, -8.146], [19.268, 21.995, -7.094], [18.433, 19.126, -7.818], [17.848, 20.862, -9.400], [17.049, 21.553, -7.902], [16.419, 18.853, -9.118], [15.516, 20.252, -9.570], [14.466, 19.845, -5.992], [13.861, 20.611, -7.562], [15.324, 21.224, -6.634]]}


Number 1: HOMO-LUMO gap 4.1 eV, calculated total energy -73104.633 eV. Number 2: HOMO-LUMO gap 7.8 eV, calculated total energy -128627.549 eV. Number 3: HOMO-LUMO gap 8.2 eV, calculated total energy -122953.579 eV. Number 4: HOMO-LUMO gap 3.9 eV, calculated total energy -92518.759 eV.